Arrangement w

This record from OMol25 describes C3H3CsLiO3 as an isolated structure. The level of theory is the ωB97M-V functional and the def2-TZVPD basis.

Element x y z (Å)
Cs: -0.6542 -8.4853 0.1348
O: -1.6925 -3.9208 0.0719
O: -0.1466 -2.3394 0.0650
O: -0.4233 0.6283 0.9121
C: -0.5303 -0.0407 -0.1362
C: -0.4710 -3.6563 0.0459
C: -1.1878 -1.3770 0.0096
Li: -3.1148 0.8271 0.2931
H: -1.8841 -1.5001 -0.8379
H: -1.8175 -1.4655 0.9106
H: -1.1743 1.1045 -0.1485

As for the lowest unoccupied orbital energy (spin up / spin down): -4.2 / -4.2 eV. As for the HOMO energy (spin up / spin down): -8.60 / -8.60 eV. The net charge is +1. For the HOMO-LUMO gap (spin up / spin down), the calculation gives 4.38 / 4.38 eV.

Arrangement x

This record from OMol25 describes C3H3CsLiO3 as an isolated structure. The level of theory is the ωB97M-V functional and the def2-TZVPD basis.

Element x y z (Å)
Cs: 2.5002 3.0729 1.5269
O: -1.5260 0.6111 -0.9589
O: 0.7044 0.3609 -0.7392
O: -0.3777 1.3402 0.8128
C: 0.5963 -1.5443 -0.5164
C: 0.2607 -1.9428 0.6764
C: -0.4692 0.8434 -0.3703
Li: -1.3657 2.6263 -1.1917
H: -0.2596 -2.8684 0.9042
H: 0.1070 -1.8016 -1.4539
H: -0.1705 -0.6977 1.3101

As for the lowest unoccupied orbital energy: -4.0 eV. As for the HOMO energy: -11.81 eV. The net charge is +1. For the HOMO-LUMO gap, the calculation gives 7.81 eV.

Need the numbers? Relative energies in hartree: arrangement w 0.1491; arrangement x 0.0000.

Arrangement w

This record from OMol25 describes C4H11O3 as an isolated structure. The level of theory is the ωB97M-V functional and the def2-TZVPD basis.

Element x y z (Å)
O: -2.7498 1.1401 1.1793
O: -2.0422 2.7356 2.8612
O: 3.4719 -1.6423 -1.7435
C: -0.2044 0.5318 0.0530
C: 0.7083 -0.0956 -0.9554
C: 2.2674 -2.1214 -1.5854
C: 1.3590 -1.3455 -0.5991
H: 1.6802 -2.2214 -2.6423
H: -0.2273 1.6260 0.0718
H: 0.1362 0.0689 1.0429
H: -1.2516 0.1735 -0.0248
H: 2.0723 -3.2693 -1.3216
H: 1.0687 -1.7537 0.2651
H: -2.8051 3.2709 2.6654
H: -3.6692 1.1754 0.9872
H: -2.3363 1.9183 2.2054
H: 0.6329 0.0090 -2.0138
H: 1.8891 -0.2005 -0.4454

As for the lowest unoccupied orbital energy: 2.1 eV. As for the HOMO energy: -4.43 eV. The net charge is -1. For the HOMO-LUMO gap, the calculation gives 6.53 eV.

Arrangement x

This record from OMol25 describes a 2-piece molecular cluster, C4H11O3 overall. The level of theory is the ωB97M-V functional and the def2-TZVPD basis.

Element x y z (Å)
O: -0.2085 0.1496 -1.3067
O: -1.1787 1.7717 -3.0314
O: 1.3992 1.1620 2.2915
C: 0.9963 -1.1284 1.1265
C: -0.9895 -0.6682 -0.5426
C: -0.2194 -1.7530 0.4168
C: 0.4995 0.2285 1.6725
H: -1.0269 0.8576 -2.3941
H: 2.1180 1.2384 1.6461
H: 1.8487 -1.1067 0.4248
H: -0.8895 -2.4203 0.9972
H: -1.7684 1.3438 -3.7215
H: 0.2315 0.5886 0.5894
H: 1.4032 -1.7177 1.9691
H: 0.2134 -2.3981 -0.3592
H: -1.7817 -0.1360 0.0221
H: -0.5459 0.3455 2.2885
H: -1.6190 -1.3347 -1.1287

As for the lowest unoccupied orbital energy: 3.9 eV. As for the HOMO energy: -3.58 eV. The net charge is -1. For the HOMO-LUMO gap, the calculation gives 7.45 eV.

Need the numbers? Relative energies in hartree: arrangement w 0.1254; arrangement x 0.0000.

Arrangement w

This record from OMol25 describes one molecule with the formula C2H4. The level of theory is the ωB97M-V functional and the def2-TZVPD basis.

Element x y z (Å)
C: 0.6742 -0.0701 -0.0657
C: -0.6146 0.0718 0.1256
H: 1.2796 0.6994 -0.5384
H: 1.1620 -1.0095 0.1629
H: -1.1624 0.9848 -0.1195
H: -1.3389 -0.6764 0.4351

As for the lowest unoccupied orbital energy: 1.4 eV. As for the HOMO energy: -10.28 eV. As for the SMILES: C=C. The net charge is 0. For the HOMO-LUMO gap, the calculation gives 11.72 eV.

Arrangement x

This record from OMol25 describes a 2-piece molecular cluster, C2H4 overall. The level of theory is the ωB97M-V functional and the def2-TZVPD basis.

Element x y z (Å)
C: 0.4083 0.1685 -1.1401
C: -0.7500 -0.2685 -0.9059
H: -0.2850 1.0924 -0.6409
H: -0.0658 -0.6935 1.9122
H: 1.3045 0.7026 -1.5125
H: -0.6120 -1.0014 2.2872

As for the lowest unoccupied orbital energy: 0.9 eV. As for the HOMO energy: -10.93 eV. The net charge is 0. For the HOMO-LUMO gap, the calculation gives 11.88 eV.

Need the numbers? Relative energies in hartree: arrangement w 0.0000; arrangement x 0.1559.

Arrangement w

This record from OMol25 describes one molecule with the formula C11H10ClN3. The level of theory is the ωB97M-V functional and the def2-TZVPD basis.

Element x y z (Å)
Cl: -3.7794 -1.8331 0.6143
N: 0.7431 -2.3648 0.5742
N: 1.0791 -1.1629 0.1758
N: 0.7375 2.0961 0.3533
C: -0.5569 -2.4424 0.6378
C: 0.1520 0.0303 -1.4847
C: -0.0433 1.0143 0.8922
C: 0.6022 1.2301 -1.9288
C: 2.5388 -0.7757 0.2396
C: -0.0229 -0.3388 -0.0313
C: -2.4385 -0.7335 0.3790
C: -1.1683 -1.2377 0.2824
C: -1.5878 1.4439 0.9083
C: 0.9779 2.1632 -0.9153
C: -2.5862 0.6417 0.6330
H: -1.8088 2.4740 1.1170
H: 0.0982 -0.8086 -2.1546
H: 2.7951 0.0771 -0.3682
H: 2.8886 -0.6719 1.1858
H: 1.7294 2.9244 -1.2451
H: -0.9544 -3.3963 0.8746
H: 0.8566 1.3794 -2.9033
H: 0.3720 0.7904 1.8302
H: -3.4883 1.1796 0.6338
H: 2.8643 -1.6790 -0.3003

As for the lowest unoccupied orbital energy: -0.3 eV. As for the HOMO energy: -7.27 eV. As for the SMILES: CN1N=CC2=C(Cl)C=C[C@@H]3N=CC=C[C@]231. The net charge is 0. For the HOMO-LUMO gap, the calculation gives 6.98 eV.

Arrangement x

This record from OMol25 describes one molecule with the formula C11H10ClN3. The level of theory is the ωB97M-V functional and the def2-TZVPD basis.

Element x y z (Å)
Cl: 4.0598 -2.0790 -0.4606
N: 1.8263 -0.5725 0.9080
N: -0.9324 -0.5556 -0.0626
N: -2.6333 2.4897 -0.0067
C: 2.3571 -2.0382 -0.9288
C: 1.3933 -1.2620 -0.1902
C: -1.6998 2.3000 0.8265
C: -0.5216 0.1357 0.9774
C: 0.8408 0.1117 1.4443
C: 2.0189 -2.7671 -2.0326
C: -0.5677 3.3251 1.0289
C: -0.2697 -2.0265 -1.8358
C: 0.6612 -2.7717 -2.5087
C: 0.0648 -1.2727 -0.6655
C: -1.5660 1.0081 1.6893
H: 1.0813 0.7200 2.3288
H: -3.2577 1.6778 -0.0042
H: -1.3123 -2.0039 -2.1729
H: 2.7600 -3.3616 -2.5728
H: -1.2951 1.2352 2.7304
H: -0.1133 3.1345 2.0170
H: -0.9233 4.3565 0.9190
H: 0.2204 3.0976 0.2885
H: 0.3315 -3.3432 -3.3779
H: -2.5233 0.4621 1.6612

As for the lowest unoccupied orbital energy: -0.6 eV. As for the HOMO energy: -9.11 eV. As for the SMILES: [H]/N=C(/C)Cc1cnc2c(Cl)cccc2n1. The net charge is 0. For the HOMO-LUMO gap, the calculation gives 8.55 eV.

Need the numbers? Relative energies in hartree: arrangement w 0.1468; arrangement x 0.0000.